Entry 1:
Entry from the OMol25 dataset: a 2-piece molecular cluster, C5H17N2O overall in a non-equilibrium geometry (ωB97M-V with the def2-TZVPD basis set).

Structure (ORCA input):
```
! RIJCOSX wB97M-V def2-TZVPD def2/J DEFGRID3
* xyz 1 1
C 0.56645 -1.41438 0.03852
C 1.49653 -0.30182 0.74748
C 1.52440 1.01512 -0.00878
C 0.53823 2.09724 0.30582
C -0.87261 1.82677 -0.26960
N -1.73763 1.13164 0.73088
N -0.66314 -1.66833 0.84020
H 1.19643 -2.31153 0.14914
H 0.40546 -1.05122 -0.95608
H 2.45511 -0.79750 0.64859
H 1.08740 -0.14445 1.72940
H 2.49490 1.46583 0.04714
H 1.55103 0.97750 -1.12819
H 0.85603 3.09197 -0.04393
H 0.30641 1.94788 1.36537
H -1.38571 2.72281 -0.61782
H -0.92554 1.19989 -1.14057
H -2.60029 0.86545 0.24656
H -2.05576 1.75423 1.48560
H -0.64182 -1.50996 1.84782
H -0.97020 -2.65257 0.75952
H -1.38373 -0.97076 0.57270
H -1.10504 -2.17207 -2.68562
H 0.31334 -2.62131 -2.62237
O -0.45026 -2.48041 -2.04177
*
```

Output
HOMO: -13.49 eV
Energy above the lowest of the compared OMol25 structures with the same formula, charge and spin: 162.11 kJ/mol
Strongest force on any atom: 0.0842 hartree/bohr
Orbital gap: 10.5 eV
LUMO energy: -2.973 eV
E: -385.17900 Eh

***

Entry 2:
Entry from the OMol25 dataset: a 2-piece molecular cluster, C5H17N2O overall in a non-equilibrium geometry (ωB97M-V with the def2-TZVPD basis set).

Structure (ORCA input):
```
! RIJCOSX wB97M-V def2-TZVPD def2/J DEFGRID3
* xyz 2 2
N -0.64344 -1.18894 -0.14343
C -0.12095 -0.34322 -1.27068
C -0.51627 1.09733 -1.03836
C -0.05347 1.71690 0.30741
C -1.24644 2.21871 1.13209
C 1.51165 -0.40566 -1.40183
N 2.07362 -1.65053 -1.06737
H -1.66556 -1.23478 -0.17554
H -0.28565 -2.14537 -0.14154
H -0.39749 -0.80911 0.79082
H -0.48555 -0.75011 -2.21221
H -1.60181 1.19016 -1.16703
H -0.17120 1.67561 -1.89113
H 0.63501 2.54073 0.13100
H 0.53436 0.96465 0.85603
H -0.91665 2.61936 2.08805
H -1.89136 1.37224 1.40120
H -1.86824 2.84356 0.50022
H 1.76228 -0.17989 -2.43350
H 1.84315 0.37163 -0.72423
H 2.36386 -2.28928 -1.81169
H 2.58611 -1.72869 -0.18380
H 0.22886 -1.81807 3.15257
H -1.17517 -2.35440 2.78304
O -0.49965 -1.71282 2.51993
*
```

Output
HOMO (alpha / beta): -18.77 / -18.76 eV
Energy above the lowest of the compared OMol25 structures with the same formula, charge and spin: 124.52 kJ/mol
Strongest force on any atom: 0.0262 hartree/bohr
Orbital gap (alpha / beta): 11.5 / 6.0 eV
LUMO energy (alpha / beta): -7.273 / -12.761 eV
E: -384.74776 Eh

***

Entry 3:
Entry from the OMol25 dataset: a 3-piece molecular cluster, C5H17N2O3 overall in a non-equilibrium geometry (ωB97M-V with the def2-TZVPD basis set).

Structure (ORCA input):
```
! RIJCOSX wB97M-V def2-TZVPD def2/J DEFGRID3
* xyz -1 1
C -2.66051 1.37762 0.38914
C -1.41154 0.67637 -0.24038
C -1.12217 1.21324 -1.65716
C -0.05466 0.24066 -2.38245
N 0.85208 -0.72498 -1.79224
N -0.34237 0.90156 0.77422
C 0.17181 -0.27750 1.62413
O 1.27659 -0.90758 1.19229
H -3.54361 0.70896 0.30842
H -2.93764 2.26200 -0.16552
H -2.62806 1.47848 1.44816
H -1.40395 -0.42204 -0.29784
H -1.91081 1.19175 -2.38397
H -0.70144 2.24493 -1.51541
H 0.54643 0.97991 -2.93475
H -0.65035 -0.34905 -3.11836
H 1.57277 -0.32401 -1.18320
H 0.36779 -1.27385 -1.09772
H 0.39849 1.46282 0.33232
H -0.66700 -1.03009 1.55692
H 0.17397 0.23582 2.60229
H 1.52750 -2.41378 1.62016
H 1.33789 -3.90328 1.05180
O 1.86494 -3.37780 1.65727
H 2.55903 0.06882 1.44838
H 3.86043 -0.41236 1.15370
O 3.52440 0.37339 1.60979
*
```

Output
HOMO: -4.37 eV
Energy above the lowest of the compared OMol25 structures with the same formula, charge and spin: 84.25 kJ/mol
Strongest force on any atom: 0.0639 hartree/bohr
Orbital gap: 7.9 eV
LUMO energy: 3.582 eV
E: -535.92706 Eh

***

Entry 4:
Entry from the OMol25 dataset: a 3-piece molecular cluster, C5H17NO2 overall in a non-equilibrium geometry (ωB97M-V with the def2-TZVPD basis set).

Structure (ORCA input):
```
! RIJCOSX wB97M-V def2-TZVPD def2/J DEFGRID3
* xyz 0 1
C 2.40934 -0.97466 -0.09577
C 1.69552 -0.43405 -1.35337
C 0.21180 -0.78765 -1.36964
N -0.52420 0.04014 -0.41646
C -1.58341 -0.63458 0.32314
C -1.48805 -0.43182 1.84308
H 1.72368 -1.29098 0.67939
H 3.09773 -1.79436 -0.33340
H 3.00687 -0.20400 0.39477
H 2.20527 -0.80372 -2.24418
H 1.78867 0.65439 -1.33246
H -0.19528 -0.60765 -2.36587
H 0.10407 -1.85361 -1.13899
H 0.06165 0.60407 0.19033
H -1.49972 -1.72459 0.19765
H -2.58435 -0.35904 -0.02691
H -2.03714 -1.20701 2.37883
H -1.93702 0.49592 2.19200
H -0.45221 -0.35867 2.16732
O -2.53286 1.85421 -1.70830
H -1.89723 1.32650 -1.17959
H -3.39837 1.48296 -1.50686
O 0.97665 2.15168 1.75068
H 0.95216 3.00243 1.29296
H 1.89643 1.85410 1.66167
*
```

Output
HOMO: -8.85 eV
Energy above the lowest of the compared OMol25 structures with the same formula, charge and spin: 65.86 kJ/mol
Strongest force on any atom: 0.0215 hartree/bohr
SMILES: CCCNCC.O.O
Orbital gap: 9.5 eV
LUMO energy: 0.603 eV
E: -405.91736 Eh

***

Entry 5:
Entry from the OMol25 dataset: a 3-piece molecular cluster, C5H17NO2 overall in a non-equilibrium geometry (ωB97M-V with the def2-TZVPD basis set).

Structure (ORCA input):
```
! RIJCOSX wB97M-V def2-TZVPD def2/J DEFGRID3
* xyz 0 1
C -0.66006 0.12059 2.45467
C -0.30493 -0.57525 1.11576
C -0.04236 -1.99958 1.67771
C 0.89752 0.20190 0.45550
C 1.31720 -0.32689 -0.91922
N 0.32906 -0.37006 -2.05864
H -1.51015 -0.35211 2.92150
H 0.27817 -0.00586 2.99008
H -0.94728 1.16268 2.47194
H -1.23078 -0.75906 0.48979
H -0.85626 -2.37053 2.35456
H -0.23238 -2.69381 0.73763
H 0.99551 -2.25477 2.09331
H 0.71836 1.25102 0.36827
H 1.71509 0.14886 1.13897
H 2.17672 0.30558 -1.32194
H 1.83609 -1.25059 -0.98575
H 0.23805 -1.24453 -2.47635
H -0.52822 -0.05609 -1.65527
O -0.17341 2.26852 -3.04724
H 0.63877 2.55095 -2.66620
H -0.20939 1.31117 -3.18004
O -1.73360 1.32654 -0.90356
H -1.61010 1.84183 -1.70232
H -1.10161 1.76949 -0.35315
*
```

Output
HOMO: -9.30 eV
Energy above the lowest of the compared OMol25 structures with the same formula, charge and spin: 145.47 kJ/mol
Strongest force on any atom: 0.0760 hartree/bohr
SMILES: CC(C)CCN.O.O
Orbital gap: 10.1 eV
LUMO energy: 0.802 eV
E: -405.88704 Eh

***

Entry 6:
Entry from the OMol25 dataset: a 4-piece molecular cluster, C5H17NO3 overall in a non-equilibrium geometry (ωB97M-V with the def2-TZVPD basis set).

Structure (ORCA input):
```
! RIJCOSX wB97M-V def2-TZVPD def2/J DEFGRID3
* xyz 0 1
C -1.28226 -1.42010 -0.57724
C -0.01811 -1.21828 -0.98555
C 0.44258 -0.12075 -1.89994
C 1.22935 1.00367 -1.08953
N 1.80127 0.64230 0.26920
C 0.81581 0.78762 1.34180
H -2.14846 -0.77192 -0.78102
H -1.55851 -2.20515 0.09561
H 0.84071 -1.68146 -0.37097
H 1.07595 -0.50450 -2.70615
H -0.38821 0.35468 -2.38174
H 2.14750 1.24144 -1.71542
H 0.59424 1.96716 -0.99532
H 2.45933 -0.13972 0.29736
H -0.23132 0.58030 1.18730
H 0.81570 1.81475 1.77973
H 1.22533 0.20076 2.25154
O -2.37595 1.38232 -0.79884
H -1.76948 1.51354 -1.53501
H -2.40664 2.30439 -0.45319
O -2.45549 0.61286 2.08327
H -2.99677 0.69544 1.26343
H -1.55701 0.54455 1.66297
O 2.19220 -2.72073 1.29455
H 1.45782 -3.04388 1.64113
H 2.09042 -1.81929 1.12203
*
```

Output
HOMO: -8.94 eV
Energy above the lowest of the compared OMol25 structures with the same formula, charge and spin: 289.12 kJ/mol
Strongest force on any atom: 0.1190 hartree/bohr
SMILES: C=CCCNC.O.O.O
Orbital gap: 9.3 eV
LUMO energy: 0.361 eV
E: -481.07125 Eh

***

Entry 7:
Entry from the OMol25 dataset: a 2-piece molecular cluster, C5H17NOSi2 overall in a non-equilibrium geometry (ωB97M-V with the def2-TZVPD basis set).

Structure (ORCA input):
```
! RIJCOSX wB97M-V def2-TZVPD def2/J DEFGRID3
* xyz 0 1
C -3.23011 -0.03481 -0.70462
C 1.35083 1.36277 -1.57167
C 2.80147 -0.16680 1.12661
C -0.15278 -0.57224 1.79244
C 1.19866 -1.86178 -0.75647
N -2.83052 0.73554 0.48621
O 0.47532 0.88527 -0.56687
Si -2.03836 2.19035 0.65396
Si 1.04541 -0.39269 0.37976
H -2.76774 -0.97866 -0.63301
H -4.39997 -0.13032 -0.60402
H -3.04888 0.52482 -1.55343
H 1.56509 0.65103 -2.26901
H 2.23958 1.65838 -1.11000
H 0.88331 2.13554 -2.21480
H 2.81340 -0.50200 2.11972
H 3.49662 -0.83384 0.54557
H 3.25626 0.81123 1.15679
H -0.43456 0.31470 2.19133
H -1.07309 -0.99853 1.34466
H 0.11367 -1.23406 2.57374
H 1.73384 -1.49138 -1.68413
H 1.84178 -2.56381 -0.24176
H 0.27930 -2.52057 -1.04891
H -3.22520 0.38260 1.40941
H -1.89329 2.62926 -0.82149
*
```

Output
HOMO: -7.74 eV
Energy above the lowest of the compared OMol25 structures with the same formula, charge and spin: 189.18 kJ/mol
Strongest force on any atom: 0.0961 hartree/bohr
Orbital gap: 8.6 eV
LUMO energy: 0.837 eV
E: -909.66425 Eh

***

Entry 8:
Entry from the OMol25 dataset: a 3-piece molecular cluster, C5H18N2O3 overall in a non-equilibrium geometry (ωB97M-V with the def2-TZVPD basis set).

Structure (ORCA input):
```
! RIJCOSX wB97M-V def2-TZVPD def2/J DEFGRID3
* xyz 0 1
C 2.15834 1.55045 -1.16776
C 0.71732 1.25336 -0.85481
C 0.33452 1.91225 0.54386
O 0.16342 0.86934 1.51784
N 0.22980 -0.11270 -1.01673
C -1.05719 -0.16450 -1.72724
C -2.36450 -0.05868 -0.86102
N -2.27218 -0.96085 0.25677
H 2.60021 2.42636 -1.64805
H 2.91056 1.35673 -0.38241
H 2.41775 0.77383 -1.89483
H -0.02284 1.84824 -1.44635
H -0.60709 2.46613 0.60878
H 1.02779 2.64476 0.99544
H -0.71347 0.46752 1.43849
H 0.19143 -0.65578 -0.16663
H -1.02402 0.62172 -2.50841
H -1.01924 -1.08249 -2.32856
H -3.16638 -0.44046 -1.53485
H -2.56887 0.97568 -0.46985
H -1.60016 -1.69924 0.16281
H -3.04700 -1.25285 0.83132
O 0.07382 -2.89209 2.17369
H -0.71462 -2.54250 1.74230
H 0.26592 -2.34532 2.94227
O 2.38814 -1.57715 1.99375
H 1.60631 -1.76163 1.46282
H 3.09223 -1.62014 1.33733
*
```

Output
HOMO: -9.06 eV
Energy above the lowest of the compared OMol25 structures with the same formula, charge and spin: 202.79 kJ/mol
Strongest force on any atom: 0.0792 hartree/bohr
SMILES: C[C@H](CO)NCCN.O.O
Orbital gap: 9.7 eV
LUMO energy: 0.633 eV
E: -536.45980 Eh

***

Entry 9:
Entry from the OMol25 dataset: a 4-piece molecular cluster, C5H18N2O4 overall in a non-equilibrium geometry (ωB97M-V with the def2-TZVPD basis set).

Structure (ORCA input):
```
! RIJCOSX wB97M-V def2-TZVPD def2/J DEFGRID3
* xyz 0 1
C -1.41788 -1.93814 -0.54839
C -0.83045 -0.73015 0.18843
C -0.37108 -0.60212 1.61723
C 0.71031 -1.57478 2.04170
N 1.90972 -1.35177 1.16259
N -1.87760 0.38121 -0.03824
C -2.02599 1.24919 -1.10280
O -2.97563 2.00395 -1.05671
H -2.19528 -2.54222 0.02006
H -1.86242 -1.68074 -1.65591
H -0.58068 -2.58237 -0.79446
H -0.01842 -0.38849 -0.41362
H -1.25052 -0.88424 2.19055
H -0.21853 0.43432 1.90331
H 0.82477 -1.35557 3.18498
H 0.43986 -2.60418 2.11570
H 1.78132 -1.62009 0.23178
H 2.13053 -0.35964 1.30512
H -2.65209 0.28952 0.71728
H -1.13885 1.28083 -1.65941
O 0.67185 3.32166 0.77031
H 1.48165 3.26051 0.25752
H 0.04611 2.72067 0.44959
O 0.64473 0.21033 -3.02925
H 0.78052 1.24333 -3.29282
H 1.14200 0.19834 -2.14048
O 2.01579 1.26855 -0.51052
H 2.44941 0.44270 -0.75480
H 2.38686 1.90939 -1.15876
*
```

Output
HOMO: -9.36 eV
Energy above the lowest of the compared OMol25 structures with the same formula, charge and spin: 325.37 kJ/mol
Strongest force on any atom: 0.0935 hartree/bohr
SMILES: C[C@H](CCN)NC=O.O.O.O
Orbital gap: 9.0 eV
LUMO energy: -0.311 eV
E: -611.69520 Eh

***

Entry 10:
Entry from the OMol25 dataset: a 4-piece molecular cluster, C5H18N2O4 overall in a non-equilibrium geometry (ωB97M-V with the def2-TZVPD basis set).

Structure (ORCA input):
```
! RIJCOSX wB97M-V def2-TZVPD def2/J DEFGRID3
* xyz 0 1
C 0.09774 2.27406 -0.82809
C -1.19621 1.65659 -1.24223
C -1.54837 0.78377 -0.07787
N -0.79032 -0.52258 -0.01681
C -1.38295 -1.56497 0.95152
C -0.93624 -1.28343 2.36345
N 0.39696 -1.43551 2.66943
O -1.63224 -0.98065 3.34821
H 0.25613 2.40442 0.23829
H 0.98658 1.80706 -1.48840
H 0.09881 3.24010 -1.14218
H -0.99175 0.85407 -1.97442
H -1.94617 2.38441 -1.38933
H -2.66603 0.54163 -0.17766
H -1.59579 1.36360 0.82423
H 0.27057 -0.33843 0.23072
H -1.26241 -2.66020 0.67631
H -2.49688 -1.56626 0.86591
H 1.06507 -1.93824 2.03269
H 0.73879 -0.83621 3.52696
O 2.87321 0.79786 0.01494
H 2.76504 -0.16028 -0.05140
H 3.78201 0.87299 -0.21535
O -0.81816 1.36081 -4.34857
H -1.01678 0.66372 -3.74007
H 0.17439 1.45370 -4.41778
O 3.05387 -1.59215 -1.16022
H 2.95215 -0.72679 -1.77589
H 3.62259 -1.53580 -0.42662
*
```

Output
HOMO: -8.96 eV
Energy above the lowest of the compared OMol25 structures with the same formula, charge and spin: 386.49 kJ/mol
Strongest force on any atom: 0.0927 hartree/bohr
SMILES: CCCNCC(N)=O.O.O.O
Orbital gap: 8.9 eV
LUMO energy: -0.081 eV
E: -611.67192 Eh